A molecular structure, C19H16Cl6FeN2 in a non-equilibrium geometry, computed with ωB97M-V/def2-TZVPD.

XYZ file:
```
44
Properties=species:S:1:pos:R:3:forces:R:3
Fe -0.673 -0.344 -2.187 0.902 -0.540 -0.545
Cl -1.167 -2.597 -3.359 0.057 0.170 0.042
C 0.476 -2.150 -3.811 1.892 0.585 -0.706
C 0.971 -0.942 -3.306 -0.479 0.053 0.654
C 2.293 -0.542 -3.542 -0.009 -1.911 -0.858
Cl 2.979 0.885 -2.865 -0.339 0.059 0.064
C 3.131 -1.400 -4.319 -0.825 -0.301 -0.396
Cl 4.766 -0.991 -4.653 -0.178 0.075 0.178
C 2.612 -2.601 -4.904 -0.723 0.932 0.889
Cl 3.611 -3.608 -5.883 -0.365 0.304 0.312
C 1.259 -2.965 -4.642 0.551 -0.051 0.243
Cl 0.644 -4.454 -5.233 -0.063 0.088 -0.048
Cl -4.064 0.902 -1.249 0.079 0.214 -0.082
C -2.727 1.938 -0.859 0.745 -0.005 0.472
C -2.675 2.475 0.421 0.214 0.303 0.319
C -1.521 3.151 0.897 -0.002 -0.314 -1.067
C -0.408 3.260 0.026 0.040 0.227 0.342
C -0.469 2.738 -1.259 -0.057 0.028 -0.393
C -1.622 2.047 -1.763 -0.029 -0.263 1.372
C -1.569 1.259 -2.953 -0.173 1.115 -1.425
H -3.553 2.324 1.058 0.409 0.179 -0.134
H -1.471 3.585 1.901 -0.188 -0.264 -0.435
H 0.530 3.761 0.362 -0.958 -0.419 -0.305
H 0.390 2.848 -1.937 -0.365 -0.102 0.357
H -0.831 1.573 -3.701 -0.115 -0.067 0.172
H -2.488 0.889 -3.406 -0.049 0.134 0.139
N -0.595 -0.504 -0.260 0.031 -0.373 1.972
C -0.535 -0.543 0.908 0.067 0.436 -0.344
N -0.441 -0.518 2.204 0.056 -0.321 -0.316
C -0.732 -1.687 3.037 -0.394 -0.502 0.249
C 0.352 -1.963 4.082 0.233 0.259 0.140
C 0.688 -0.733 4.958 -0.058 -0.138 -1.334
C 0.922 0.462 4.023 0.116 0.710 0.370
C -0.155 0.689 2.972 0.320 0.938 -0.314
H -0.860 -2.526 2.364 0.019 -0.290 0.021
H -1.702 -1.519 3.528 0.192 0.065 -0.074
H 1.261 -2.307 3.574 -0.090 0.028 0.029
H 0.002 -2.776 4.714 -0.015 -0.144 -0.055
H 1.594 -0.914 5.535 -0.123 -0.056 0.065
H -0.125 -0.524 5.645 -0.192 0.043 0.150
H 1.907 0.425 3.546 -0.110 -0.220 0.030
H 0.896 1.395 4.601 0.275 -0.169 0.032
H 0.164 1.471 2.258 -0.186 -0.330 0.435
H -1.065 1.034 3.475 -0.117 -0.165 -0.219
```
Forces are in eV/Å.

* net charge: +1
* <S²>: 8.795
* ΔE to the lowest compared entry with this formula, charge and spin: 0.000 eV
* energy: -132456.7003 eV
* gap between HOMO and LUMO (alpha / beta): 8.906 / 6.465 eV
* spin multiplicity: 6
* highest occupied orbital energy (alpha / beta): -11.23 / -11.62 eV